Density functional theory data (the ωB97M-V functional and the def2-TZVPD basis) for a molecular structure, C3H5N3O in a non-equilibrium geometry.

Relative energy (zero: lowest compared OMol25 entry of this formula, charge and spin) (eV): 2.895
LUMO (eV): 0.9
F_max (eV/Å): 2.7

XYZ file:
```
12
Properties=species:S:1:pos:R:3:forces:R:3:nbo_charge:R:1
N 1.94635 -0.14498 0.13635 0.1 0.1 0.2 -0.81
C 0.58711 -0.04579 -0.08687 0.0 0.7 -0.3 0.31
C -0.20486 1.03341 0.09114 1.0 0.6 -1.2 -0.23
N -1.50814 0.71398 -0.52521 -0.3 -0.1 0.2 -0.65
C -1.42077 -0.57172 0.07033 0.7 0.6 1.3 0.80
O -1.77435 -0.76804 1.19672 -1.8 -2.0 -0.6 -0.53
N -0.22284 -1.12629 -0.53042 0.0 0.1 -0.3 -0.68
H 2.41734 -0.93736 -0.26596 -0.1 0.0 -0.1 0.39
H 2.41013 0.73293 -0.06174 0.1 -0.3 0.0 0.39
H 0.04183 1.99134 0.52032 -0.1 0.0 -0.3 0.22
H -2.31620 1.21087 -0.16800 0.3 0.1 0.5 0.38
H 0.04440 -2.08835 -0.37666 -0.1 0.2 0.6 0.40
```
Positions in Å, forces in eV/Å.